1.
17
Properties=species:S:1:pos:R:3:lowdin_charge:R:1 method="wB97M-V/def2-TZVPD" e_tot_ev=-8426.5360 de_lowest_kj_mol=453.9 gap_ev="8.814 / 8.102"
C -1.26787 0.11334 -1.78506 -0.01
C -0.41658 0.04742 -0.53815 -0.54
C 0.11325 1.23748 0.19301 0.06
C 1.35637 0.51074 0.30245 -0.44
C 1.76245 -0.27908 1.46536 0.10
C -0.95482 -0.89586 0.56094 -0.02
O 0.97552 -0.32587 -0.81946 -0.04
H -1.26575 -0.86572 -2.27699 0.09
H -0.86731 0.84628 -2.48825 0.08
H -2.30367 0.37267 -1.54454 0.08
H -0.53837 -0.57069 1.52659 0.06
H -0.23574 2.23582 0.41503 0.11
H 2.21188 1.19026 0.09454 0.15
H 1.35840 -0.07958 2.45263 0.06
H 2.72965 -0.75998 1.41277 0.06
H -0.66194 -1.93642 0.39543 0.10
H -2.04049 -0.80844 0.64201 0.09



2.
14
Properties=species:S:1:pos:R:3:lowdin_charge:R:1 method="wB97M-V/def2-TZVPD" e_tot_ev=-11421.6207 de_lowest_kj_mol=269.3 gap_ev=9.990
C 0.75230 -0.33131 -1.02939 -0.25
C -0.07653 -0.61654 0.25870 -0.19
C 0.51373 -1.19490 1.51580 -0.20
C 0.24632 0.76297 -0.03463 -0.16
C -1.08515 1.55234 -0.09119 -0.15
H -0.59224 -0.14832 -2.20871 0.08
H 1.84795 -0.69669 -0.87120 0.20
H -1.03649 -1.00860 0.07286 0.13
H -0.01896 -2.04166 2.16338 0.15
H 0.96492 1.35625 0.49274 0.13
H -1.29668 2.46667 0.67628 0.17
O 0.29787 -0.40292 -2.25408 0.08
O 1.54716 -0.78215 2.01369 0.03
O -2.06422 1.08487 -0.70427 -0.01



3.
14
Properties=species:S:1:pos:R:3:lowdin_charge:R:1 method="wB97M-V/def2-TZVPD" e_tot_ev=-6229.7059 de_lowest_kj_mol=129.5 total_charge=+1 gap_ev=10.253
C -0.02072 -1.03952 0.83735 0.02
C -0.59736 -0.11847 -1.45643 -0.08
C -0.40806 0.23391 -0.01496 -0.38
N 0.76475 -0.83323 1.80086 0.20
N 0.53640 1.29252 0.39293 0.03
H -0.35651 -2.07907 0.52955 0.18
H 0.25511 -0.47770 -2.04515 0.09
H -1.12228 -1.08549 -1.68900 0.11
H -1.15736 0.73386 -1.85824 0.10
H -1.49987 0.54321 0.24900 0.19
H 1.16766 -1.54615 2.36051 0.14
H 1.08543 0.18802 1.96709 0.18
H 0.12156 2.21708 0.59137 0.12
H 1.31844 1.47812 -0.22565 0.10



4.
62
Properties=species:S:1:pos:R:3:mulliken_spin:R:1 method="wB97M-V/def2-TZVPD" e_tot_ev=-125791.2163 de_lowest_kj_mol=21.9 total_charge=-2 spin_multiplicity=4 s_squared=3.77 gap_ev="4.426 / 4.281"
Tc -1.28886 0.08474 0.24319 2.64
C 1.07092 -2.83502 -2.17668 0.00
C 0.50121 -2.06023 -1.01708 -0.02
N -0.25001 -1.02952 -1.21298 -0.03
N -0.36403 -0.51638 -2.52348 0.01
C -0.27073 0.77187 -2.55568 -0.01
S -0.08120 1.84158 -1.23406 0.04
S -0.34754 1.55246 -4.16089 0.00
C 0.49672 0.32125 -5.20446 0.00
C 1.99108 0.45385 -5.15856 0.00
C 2.72141 -0.11109 -4.11441 0.00
C 4.09743 0.04512 -4.04975 0.00
C 4.76882 0.76577 -5.02919 0.00
C 4.05076 1.33462 -6.07093 0.00
C 2.67294 1.18028 -6.13053 0.00
C 0.84121 -2.50605 0.33434 0.02
C 1.38809 -3.78587 0.50769 -0.01
C 1.81550 -4.24810 1.73361 0.02
C 1.72110 -3.40683 2.84317 0.00
C 1.20580 -2.13993 2.71562 0.02
C 0.73878 -1.65271 1.46929 0.02
O 0.24921 -0.44357 1.42838 0.06
H 0.90607 -2.30949 -3.10984 0.00
H 0.56079 -3.79987 -2.23646 0.00
H 2.13506 -3.02854 -2.03282 0.00
H 0.13067 0.48269 -6.21961 0.00
H 0.16211 -0.65833 -4.87141 0.00
H 2.19847 -0.65220 -3.33388 0.00
H 4.64507 -0.38983 -3.22287 0.00
H 5.84363 0.89023 -4.97519 0.00
H 4.56339 1.90573 -6.83615 0.00
H 2.11279 1.63623 -6.93953 0.00
H 1.45892 -4.44626 -0.34748 0.00
H 2.20454 -5.25410 1.83260 0.00
H 2.03620 -3.75979 3.81995 0.00
H 1.08308 -1.48651 3.56617 0.00
Cl -6.37637 4.43003 -1.14925 0.00
C -5.08376 3.58233 -0.35207 0.01
C -4.58684 4.04908 0.85123 0.00
Cl -5.24993 5.48219 1.57995 0.00
C -3.53673 3.36946 1.48587 0.01
Cl -2.87842 3.92660 2.98978 0.00
C -2.98865 2.22616 0.91737 0.02
O -1.99817 1.55151 1.44895 0.11
C -3.50187 1.73477 -0.32938 0.00
O -2.95407 0.65828 -0.81841 0.04
C -4.54355 2.43025 -0.94107 0.00
Cl -5.13246 1.83666 -2.45736 0.00
N -2.87293 -2.68362 0.59724 0.12
C -2.31287 -1.66502 0.62242 -0.09
S -2.24724 -1.09783 4.06362 0.02
C -1.18351 -0.18691 5.05607 0.01
C -1.04479 -0.43817 6.43249 0.00
C -0.16180 0.28571 7.20852 0.00
C 0.61692 1.28983 6.63900 0.00
C 0.48991 1.55544 5.27968 0.00
C -0.39271 0.83398 4.49850 0.00
H -1.64873 -1.22210 6.87273 0.00
H -0.07715 0.06721 8.26640 0.00
H 1.30929 1.85774 7.24725 0.00
H 1.08266 2.33541 4.81949 0.00
H -0.49559 1.04480 3.44086 0.00



5.
10
Properties=species:S:1:pos:R:3:lowdin_charge:R:1 method="wB97M-V/def2-TZVPD" e_tot_ev=-14089.4716 de_lowest_kj_mol=354.3 gap_ev="6.036 / 10.419"
C -1.17855 0.05116 0.52888 0.05
C 1.14393 0.37111 0.14099 -0.38
C 1.10695 -1.04932 0.45899 -0.25
N -2.30787 0.45282 -0.02347 0.03
N -0.14560 0.70145 -0.10676 -0.07
N -1.91436 1.18238 -1.05084 -0.03
N 0.87152 -2.05881 1.25525 0.18
N 1.04184 -2.24651 -0.12907 0.15
N -0.66949 1.47442 -1.07076 0.11
O 2.05163 1.12130 -0.00321 0.21



6.
21
Properties=species:S:1:pos:R:3:lowdin_charge:R:1 method="wB97M-V/def2-TZVPD" e_tot_ev=-31684.1890 de_lowest_kj_mol=0.0 total_charge=+1 gap_ev=9.664
Al -0.12248 0.65226 -0.57492 0.07
N 1.42612 -0.53415 -0.96829 0.05
C 2.15669 -0.72367 0.32695 -0.15
C 1.12183 -0.88053 1.42597 -0.15
N 0.18466 0.28374 1.33957 0.06
H 1.09917 -1.43268 -1.32394 0.14
H 2.05463 -0.15913 -1.67608 0.14
H 2.75662 0.17087 0.49970 0.13
H 2.82238 -1.58267 0.28213 0.14
H 1.59352 -0.92493 2.40486 0.14
H 0.53707 -1.78991 1.28255 0.14
H 0.61310 1.09248 1.80162 0.10
H -0.68193 0.08404 1.83599 0.15
N -6.10187 -0.73689 -1.07847 0.16
C -5.01882 -0.69766 -1.46335 -0.30
N -3.77745 -0.68772 -1.93941 0.16
C -2.70220 -0.39850 -1.45527 -0.23
N -1.58571 -0.19391 -1.06661 0.12
S 0.41499 2.73272 -1.17332 0.79
C 1.30227 2.87147 0.26859 -0.75
N 1.90739 2.85477 1.25172 0.11



7.
18
Properties=species:S:1:pos:R:3:lowdin_charge:R:1 method="wB97M-V/def2-TZVPD" e_tot_ev=-8898.0011 de_lowest_kj_mol=356.6 gap_ev=7.083
C 1.15189 1.37687 -1.49005 -0.08
C 1.35424 0.09221 1.35586 -0.05
N 0.18712 -0.29709 0.79397 -0.19
C -0.29137 -1.62013 1.21166 -0.01
C -0.48693 0.34822 -0.15024 -0.38
O 0.05146 1.52410 -0.59320 -0.11
C -1.82794 -0.01812 -0.71116 -0.03
H 2.07562 1.12166 -0.95872 0.07
H 1.27188 2.33842 -1.99317 0.09
H 0.94479 0.60313 -2.23915 0.10
H 1.64546 1.12293 1.22427 0.04
H 1.70482 -0.49348 2.19439 0.04
H -0.24510 -1.67414 2.30052 0.10
H -1.31314 -1.79145 0.88404 0.07
H 0.35866 -2.38794 0.78741 0.10
H -2.25698 0.90036 -1.12225 0.09
H -2.53679 -0.39256 0.03592 0.07
H -1.78768 -0.75298 -1.53010 0.08



8.
92
Properties=species:S:1:pos:R:3:lowdin_charge:R:1 method="wB97M-V/def2-TZVPD" e_tot_ev=-49846.5723 de_lowest_kj_mol=0.0 gap_ev=9.366
C -4.52163 -2.36575 -5.26749 -0.07
C -3.21127 -3.14039 -5.33211 -0.45
C -2.09800 -2.30246 -4.76433 -0.23
O -0.91114 -3.04427 -4.61055 -0.18
C 0.12945 -2.23143 -4.11803 -0.10
N -3.39737 -4.38888 -4.60057 0.04
H -4.92811 -2.34603 -4.25786 0.07
H -5.26222 -2.79789 -5.94653 0.08
H -4.41194 -1.34515 -5.64738 0.08
H -2.98962 -3.31730 -6.39542 0.14
H -2.42186 -1.85330 -3.81599 0.11
H -1.87434 -1.47379 -5.45066 0.13
H 0.36200 -1.38059 -4.76877 0.09
H 1.02663 -2.83870 -4.01645 0.09
H -0.13834 -1.84745 -3.12573 0.08
H -4.20086 -4.88228 -4.97018 0.07
H -2.60752 -5.01616 -4.69434 0.07
C 1.13149 -3.51815 -0.52293 -0.05
C -0.18559 -3.71722 0.26110 -0.42
C -1.38828 -3.49476 -0.63040 -0.23
O -1.56078 -2.14744 -0.96193 -0.22
C -2.89466 -1.70977 -1.11122 -0.09
N -0.27630 -5.09579 0.74958 0.03
H 1.97642 -3.77809 0.12136 0.08
H 1.28595 -2.51272 -0.91428 0.05
H 1.16469 -4.22844 -1.35618 0.08
H -0.18065 -2.94162 1.03076 0.13
H -2.24920 -3.92952 -0.09035 0.13
H -1.37448 -4.10766 -1.54660 0.13
H -3.37588 -2.15441 -1.99148 0.07
H -2.87344 -0.62838 -1.21015 0.09
H -3.47505 -2.07991 -0.25681 0.08
H -0.54062 -5.70597 -0.02065 0.07
H 0.66063 -5.42930 0.95909 0.07
C 2.79812 0.62946 6.48027 -0.07
C 2.80662 -0.73515 5.82191 -0.45
C 2.30614 -0.72392 4.38965 -0.24
O 1.01691 -0.17101 4.32620 -0.18
C 0.41138 -0.38274 3.05593 -0.10
N 4.14419 -1.33654 5.93080 0.03
H 3.53648 1.30388 6.04267 0.08
H 3.14824 0.48831 7.51111 0.08
H 1.80815 1.06226 6.59868 0.07
H 2.18722 -1.40493 6.42624 0.14
H 2.27956 -1.76607 4.03146 0.12
H 3.02991 -0.19359 3.75109 0.13
H -0.27500 0.44197 2.84718 0.07
H -0.23272 -1.26957 3.10758 0.08
H 1.18239 -0.41407 2.29117 0.07
H 4.80450 -0.90752 5.28985 0.07
H 4.08441 -2.31684 5.68150 0.06
C -1.95445 5.19247 0.84208 -0.06
C -0.82415 4.31485 0.32085 -0.41
C 0.47782 5.06917 0.17936 -0.20
O 0.27023 6.08945 -0.79178 -0.19
C 1.46440 6.62818 -1.28572 -0.12
N -0.59063 3.15662 1.23000 0.03
H -1.60357 5.77125 1.70859 0.08
H -2.82135 4.65539 1.23656 0.07
H -2.33127 5.89917 0.10137 0.08
H -1.11851 3.93541 -0.66148 0.14
H 1.26127 4.38956 -0.16796 0.11
H 0.75410 5.55800 1.12322 0.13
H 1.23508 7.35968 -2.05835 0.08
H 2.15011 5.87089 -1.68133 0.09
H 2.00501 7.17339 -0.49462 0.09
H -0.75332 3.56417 2.15251 0.09
H -1.37143 2.49517 1.18390 0.02
C 5.05501 2.39192 -1.02856 -0.65
O 4.12107 3.16412 -0.81800 -0.01
N 6.36278 2.84319 -0.97822 0.14
N 4.91784 1.05800 -1.24351 0.17
H 7.13105 2.20577 -1.04704 0.09
H 6.43501 3.82559 -0.79734 0.10
H 5.73113 0.47062 -1.27209 0.09
H 3.99764 0.60774 -1.31033 0.06
C 1.60525 0.46644 -0.32175 -0.64
O 2.41007 -0.23409 -0.95126 -0.03
N 1.90670 1.65108 0.25945 0.18
N 0.29256 0.09230 -0.18237 0.19
H 2.71777 2.19352 -0.03064 0.05
H 1.13848 2.13471 0.70522 0.04
H -0.00447 -0.76144 -0.62183 0.06
H -0.34085 0.73664 0.25861 0.07
C -3.70004 0.49268 1.47102 -0.66
O -2.74065 1.24138 1.39224 0.01
N -3.74240 -0.61096 2.27533 0.17
N -4.81793 0.67142 0.69736 0.16
H -4.64123 -1.03165 2.43709 0.10
H -3.00471 -0.89183 2.89327 0.10
H -4.89096 1.54425 0.20964 0.11
H -5.61305 0.06284 0.75673 0.10



What did the fourth record say?
62
Properties=species:S:1:pos:R:3:mulliken_spin:R:1 method="wB97M-V/def2-TZVPD" e_tot_ev=-125791.2163 de_lowest_kj_mol=21.9 total_charge=-2 spin_multiplicity=4 s_squared=3.77 gap_ev="4.426 / 4.281"
Tc -1.28886 0.08474 0.24319 2.64
C 1.07092 -2.83502 -2.17668 0.00
C 0.50121 -2.06023 -1.01708 -0.02
N -0.25001 -1.02952 -1.21298 -0.03
N -0.36403 -0.51638 -2.52348 0.01
C -0.27073 0.77187 -2.55568 -0.01
S -0.08120 1.84158 -1.23406 0.04
S -0.34754 1.55246 -4.16089 0.00
C 0.49672 0.32125 -5.20446 0.00
C 1.99108 0.45385 -5.15856 0.00
C 2.72141 -0.11109 -4.11441 0.00
C 4.09743 0.04512 -4.04975 0.00
C 4.76882 0.76577 -5.02919 0.00
C 4.05076 1.33462 -6.07093 0.00
C 2.67294 1.18028 -6.13053 0.00
C 0.84121 -2.50605 0.33434 0.02
C 1.38809 -3.78587 0.50769 -0.01
C 1.81550 -4.24810 1.73361 0.02
C 1.72110 -3.40683 2.84317 0.00
C 1.20580 -2.13993 2.71562 0.02
C 0.73878 -1.65271 1.46929 0.02
O 0.24921 -0.44357 1.42838 0.06
H 0.90607 -2.30949 -3.10984 0.00
H 0.56079 -3.79987 -2.23646 0.00
H 2.13506 -3.02854 -2.03282 0.00
H 0.13067 0.48269 -6.21961 0.00
H 0.16211 -0.65833 -4.87141 0.00
H 2.19847 -0.65220 -3.33388 0.00
H 4.64507 -0.38983 -3.22287 0.00
H 5.84363 0.89023 -4.97519 0.00
H 4.56339 1.90573 -6.83615 0.00
H 2.11279 1.63623 -6.93953 0.00
H 1.45892 -4.44626 -0.34748 0.00
H 2.20454 -5.25410 1.83260 0.00
H 2.03620 -3.75979 3.81995 0.00
H 1.08308 -1.48651 3.56617 0.00
Cl -6.37637 4.43003 -1.14925 0.00
C -5.08376 3.58233 -0.35207 0.01
C -4.58684 4.04908 0.85123 0.00
Cl -5.24993 5.48219 1.57995 0.00
C -3.53673 3.36946 1.48587 0.01
Cl -2.87842 3.92660 2.98978 0.00
C -2.98865 2.22616 0.91737 0.02
O -1.99817 1.55151 1.44895 0.11
C -3.50187 1.73477 -0.32938 0.00
O -2.95407 0.65828 -0.81841 0.04
C -4.54355 2.43025 -0.94107 0.00
Cl -5.13246 1.83666 -2.45736 0.00
N -2.87293 -2.68362 0.59724 0.12
C -2.31287 -1.66502 0.62242 -0.09
S -2.24724 -1.09783 4.06362 0.02
C -1.18351 -0.18691 5.05607 0.01
C -1.04479 -0.43817 6.43249 0.00
C -0.16180 0.28571 7.20852 0.00
C 0.61692 1.28983 6.63900 0.00
C 0.48991 1.55544 5.27968 0.00
C -0.39271 0.83398 4.49850 0.00
H -1.64873 -1.22210 6.87273 0.00
H -0.07715 0.06721 8.26640 0.00
H 1.30929 1.85774 7.24725 0.00
H 1.08266 2.33541 4.81949 0.00
H -0.49559 1.04480 3.44086 0.00